# 1
The following is a DFT calculation (ωB97M-V with the def2-TZVPD basis set) of a molecular structure, C27H38NO8Ti.

```
75
Properties=species:S:1:pos:R:3:lowdin_spin:R:1
Ti 0.3935 1.4095 1.1943 0.944
C 0.9083 3.2210 -1.2742 0.000
C 0.6251 4.3429 -0.3075 0.000
O 0.4491 3.7493 0.9946 0.014
C 0.0883 4.7307 1.9887 0.000
C -0.8879 4.0789 2.9309 0.000
O -0.3703 2.8236 3.3639 0.000
C 0.6600 2.9149 4.3576 0.000
C 1.9645 2.4640 3.7396 0.002
O 1.7364 1.3126 2.9096 0.006
C 1.6147 0.0323 3.5550 0.003
C 0.1517 -0.2586 3.8163 0.002
O -0.5368 0.1493 2.6230 0.002
C -1.9722 0.0846 2.6519 0.001
C -2.4403 0.4314 1.2643 0.002
O -1.7639 1.6649 0.9229 0.007
C -2.1938 2.3301 -0.2891 0.001
C -1.2427 1.9738 -1.4052 0.000
O 0.1055 2.0843 -0.9197 0.002
H 1.9348 2.8673 -1.2031 0.000
H 0.7018 3.5169 -2.3029 0.000
H -0.2935 4.8808 -0.5583 0.000
H 1.4512 5.0572 -0.2883 0.000
H -0.3834 5.5832 1.4956 0.000
H 0.9967 5.0864 2.4798 0.000
H -1.8252 3.8564 2.4227 0.000
H -1.1038 4.7290 3.7815 0.000
H 0.3670 2.2841 5.1965 0.000
H 0.7552 3.9346 4.7367 0.000
H 2.7185 2.2203 4.4893 0.000
H 2.3825 3.2113 3.0663 0.000
H 2.1940 0.0184 4.4785 0.000
H 2.0441 -0.6882 2.8598 0.000
H -0.2590 0.2965 4.6607 0.000
H -0.0068 -1.3271 3.9746 0.000
H -2.3295 0.7999 3.3961 0.000
H -2.2881 -0.9248 2.9205 0.000
H -3.5194 0.5888 1.2577 0.000
H -2.1689 -0.3358 0.5376 0.000
H -2.1834 3.3946 -0.0588 0.000
H -3.2176 2.0337 -0.5193 0.000
H -1.3839 2.6204 -2.2726 0.000
H -1.3602 0.9359 -1.7191 0.000
C -3.3753 -4.7421 -3.7139 0.000
C -2.0401 -4.7695 -3.0210 0.000
C -1.4118 -5.9826 -2.7721 0.000
C -0.1785 -6.0417 -2.1399 0.000
C 0.4378 -4.8730 -1.7334 0.000
C -0.1769 -3.6549 -1.9915 0.000
N 0.4378 -2.4477 -1.5299 0.002
C 1.6717 -2.0042 -1.8717 0.003
C 2.4150 -2.6453 -2.8908 0.000
C 3.6610 -2.1959 -3.2333 0.002
C 4.2632 -1.0886 -2.6031 0.000
C 3.5599 -0.4378 -1.6358 0.001
C 2.2614 -0.8648 -1.2544 0.002
C 1.5989 -0.1065 -0.2487 0.007
O 2.1266 0.9361 0.3111 -0.003
O 0.3991 -0.3380 0.1958 -0.001
C -1.4092 -3.5768 -2.6383 0.000
C -2.0450 -2.2432 -2.9226 0.000
H -3.7810 -5.7465 -3.8142 0.000
H -3.2901 -4.3171 -4.7167 0.000
H -4.1053 -4.1407 -3.1696 0.000
H -1.9037 -6.8980 -3.0758 0.000
H 0.2925 -6.9964 -1.9495 0.000
H 1.3867 -4.8953 -1.2129 0.000
H -0.0744 -1.8919 -0.8681 0.000
H 1.9869 -3.4923 -3.4043 0.000
H 4.1947 -2.7146 -4.0198 0.000
H 5.2521 -0.7642 -2.8905 0.000
H 3.9835 0.4209 -1.1332 0.000
H -1.2885 -1.4629 -3.0177 0.000
H -2.7453 -1.9434 -2.1338 0.000
H -2.6162 -2.2606 -3.8490 0.000
```

Output
LUMO (spin up / spin down): -5.6201 / -5.2257 eV
⟨S²⟩: 0.752
largest force on an atom: 0.70 eV/Å
E_tot: -69589.6675 eV
total charge: +2
2S+1: 2
gap between HOMO and LUMO (spin up / spin down): 6.7 / 7.1 eV
energy above the lowest of the compared OMol25 structures with the same formula, charge and spin: 0.00 kcal per mole

=====

# 2
The following is a DFT calculation (ωB97M-V with the def2-TZVPD basis set) of a molecular structure, C27H39BF4N3NaO6S2 at a distorted geometry.

```
83
Properties=species:S:1:pos:R:3:lowdin_charge:R:1
Na -0.6706 -0.6854 -1.1527 0.413
O -2.5453 -3.0981 -1.6604 -0.099
C -3.9606 -2.9776 -1.5220 -0.241
C -4.4806 -2.6157 -0.1158 -0.159
N -4.0060 -1.3673 0.4421 -0.167
C -3.0408 -1.2876 1.4736 -0.163
C -2.1945 -2.5665 1.6952 -0.706
O -2.5175 -3.3117 2.6230 -0.052
O -1.3168 -2.7747 0.8122 -0.075
C -4.7500 -0.1161 0.2231 -0.093
C -3.8986 0.9117 -0.5662 -0.620
O -4.4588 1.7020 -1.3445 -0.064
O -2.6284 0.7678 -0.3135 -0.129
H -2.2323 -3.1805 -0.7218 0.045
H -4.2286 -2.2410 -2.2630 0.101
H -4.3961 -3.9331 -1.8082 0.090
H -5.5616 -2.5678 -0.1317 0.097
H -4.1228 -3.4031 0.5979 0.129
H -2.4705 -0.3448 1.3229 0.059
H -3.5711 -0.9499 2.3931 0.103
H -5.7132 -0.3522 -0.1793 0.091
H -4.9426 0.3379 1.2294 0.114
F 1.6022 0.6302 -3.0715 0.139
B 1.9955 -0.1910 -2.0279 -1.131
F 1.1646 0.2365 -0.7968 -0.086
F 3.3325 -0.0666 -1.7178 0.143
F 1.5739 -1.5273 -2.1975 0.118
C 3.2900 -3.1534 6.4910 -0.130
C 3.4455 -1.6733 6.7214 -0.292
C 2.4327 -0.7191 6.0092 -0.176
C 2.6873 -0.6519 4.4683 -0.205
N 1.7442 0.1587 3.7527 -0.035
C 1.5700 0.3510 2.4279 -0.807
S 0.0194 0.9473 2.0094 0.633
N 2.4908 -0.0071 1.5084 0.020
C 3.8761 -0.4360 1.5766 -0.186
C 4.8018 0.7213 1.9359 -0.197
C 6.3150 0.5008 2.1842 -0.266
C 6.7690 -0.3423 3.3558 -0.131
H 3.7689 -3.6508 7.3535 0.062
H 3.7995 -3.5082 5.5640 0.080
H 2.2106 -3.4357 6.5831 0.092
H 4.4636 -1.3230 6.5341 0.097
H 3.3257 -1.4526 7.7931 0.096
H 2.5953 0.2810 6.4340 0.103
H 1.4027 -0.9639 6.2493 0.108
H 2.7315 -1.7186 4.1367 0.127
H 3.6523 -0.1959 4.2441 0.093
H 0.9305 0.4267 4.2716 0.077
H 2.1414 0.0976 0.5352 0.087
H 4.0126 -0.7900 0.5314 0.130
H 3.9412 -1.2642 2.2621 0.090
H 4.4098 1.3993 2.6844 0.102
H 4.7642 1.3904 1.0227 0.129
H 6.6994 1.5141 2.2823 0.093
H 6.7717 0.0613 1.2507 0.118
H 6.5100 0.0863 4.3027 0.054
H 7.8583 -0.4832 3.3458 0.065
H 6.3673 -1.3488 3.3241 0.064
O -1.7762 0.3357 -2.9887 -0.466
S -1.4275 0.9454 -4.3047 1.023
C -2.8788 0.9236 -5.3050 -0.377
C -4.0821 1.3522 -4.7553 -0.036
C -5.2495 1.2174 -5.5082 -0.070
C -5.2152 0.5874 -6.7478 -0.100
C -3.9848 0.2039 -7.2867 -0.093
C -2.7751 0.4220 -6.5943 -0.083
C -1.0393 2.6567 -3.9635 -0.361
C -1.0238 3.0421 -2.6370 -0.039
C -0.4340 4.2516 -2.3048 -0.060
C 0.1204 5.0774 -3.2950 -0.102
C 0.0072 4.7016 -4.6266 -0.115
C -0.5309 3.4567 -4.9885 -0.084
H -4.1274 1.6937 -3.7173 0.107
H -6.1822 1.5995 -5.0758 0.110
H -6.1145 0.3981 -7.2915 0.084
H -3.9401 -0.2908 -8.2603 0.094
H -1.8612 0.1973 -7.0692 0.087
H -1.4532 2.3554 -1.8503 0.128
H -0.3022 4.6001 -1.2773 0.111
H 0.6845 5.9864 -3.0386 0.097
H 0.3689 5.3107 -5.4397 0.084
H -0.5430 3.1299 -6.0410 0.109
```

Output
LUMO: 3.8125 eV
largest force on an atom: 2.86 eV/Å
E_tot: -83029.1621 eV
total charge: -2
gap between HOMO and LUMO: 4.9 eV
energy above the lowest of the compared OMol25 structures with the same formula, charge and spin: 0.00 kcal per mole

=====

# 3
The following is a DFT calculation (ωB97M-V with the def2-TZVPD basis set) of a molecular structure, C27H39BN2O5Re.

```
75
Properties=species:S:1:pos:R:3:lowdin_spin:R:1
Re -0.1761 -0.2427 -0.1575 0.705
N -1.9896 -0.0806 1.0512 0.004
C -1.7339 0.3087 2.4568 0.001
C -0.3227 -0.0696 2.8635 0.021
O 0.0272 -0.0416 4.0308 0.039
N 0.4667 -0.3149 1.7935 0.073
C 1.8940 -0.2950 2.0339 0.004
C 2.5797 0.1489 0.7563 0.002
O 3.7833 0.2215 0.6592 0.001
O 1.7528 0.4334 -0.2269 0.013
H -2.6484 0.5712 0.6428 0.000
H -2.4282 -0.9947 1.0424 0.002
H -2.4661 -0.1283 3.1334 0.000
H -1.7993 1.3951 2.5210 0.000
H 2.2925 -1.2687 2.3298 0.004
H 2.1441 0.4011 2.8366 0.001
C -1.3313 -1.9389 -1.1134 0.000
C -0.0010 -2.4662 -1.1551 0.047
C 0.7600 -1.5730 -1.9746 0.000
C -0.1244 -0.5151 -2.3853 -0.003
C -1.4503 -0.7582 -1.9209 0.000
C -2.7165 -0.2063 -2.5657 0.001
C -3.2975 -1.3424 -3.4215 -0.001
C -2.3881 0.9765 -3.4783 0.000
C -3.7810 0.2409 -1.5649 0.000
C 2.1452 -1.6506 -2.6251 0.000
C 1.9526 -2.5359 -3.8723 0.000
C 3.2854 -2.2072 -1.7717 0.000
C 2.5994 -0.2671 -3.1247 0.000
C 0.3575 -3.7494 -0.3978 0.009
C 1.3791 -3.4945 0.7169 0.003
C 0.8494 -4.8367 -1.3653 0.004
C -0.8904 -4.3235 0.2901 0.001
H -2.1568 -2.4290 -0.6216 0.001
H 0.1551 0.2984 -3.0289 0.001
H -2.5591 -1.7021 -4.1401 0.000
H -4.1716 -0.9922 -3.9742 0.000
H -3.6047 -2.1875 -2.8026 0.000
H -1.7247 0.6796 -4.2912 0.000
H -1.9129 1.7927 -2.9310 0.000
H -3.3083 1.3596 -3.9221 0.000
H -4.0462 -0.5572 -0.8657 0.000
H -4.6932 0.5100 -2.1005 0.000
H -3.4607 1.1290 -1.0160 0.000
H 1.6711 -3.5565 -3.6212 0.000
H 2.8872 -2.5680 -4.4358 0.000
H 1.1795 -2.1223 -4.5232 0.000
H 3.1116 -3.2217 -1.4262 0.000
H 3.5035 -1.5652 -0.9201 0.000
H 4.1853 -2.2326 -2.3897 0.000
H 1.9766 0.0962 -3.9436 0.000
H 3.6137 -0.3600 -3.5158 0.000
H 2.6066 0.4658 -2.3220 0.000
H 2.2587 -2.9584 0.3763 0.000
H 1.7032 -4.4476 1.1414 0.000
H 0.9155 -2.9107 1.5138 0.000
H 1.8086 -4.6008 -1.8148 0.000
H 0.1269 -4.9957 -2.1686 0.000
H 0.9630 -5.7775 -0.8231 0.001
H -1.3073 -3.6232 1.0178 0.000
H -0.6087 -5.2246 0.8358 0.000
H -1.6665 -4.5971 -0.4270 0.000
O -1.5890 2.5753 0.0836 0.014
B -0.5580 1.8235 -0.5284 0.043
O 0.0977 2.6355 -1.4589 0.005
C -0.5179 3.8583 -1.4164 0.000
C -0.2386 4.9914 -2.1475 0.001
C -1.0379 6.1062 -1.9021 0.001
C -2.0638 6.0730 -0.9645 0.001
C -2.3374 4.9214 -0.2291 0.001
C -1.5426 3.8270 -0.4829 0.001
H 0.5657 5.0083 -2.8696 0.000
H -0.8527 7.0188 -2.4524 0.000
H -2.6616 6.9592 -0.7997 0.000
H -3.1304 4.8866 0.5053 0.000
```

Output
LUMO (spin up / spin down): 0.0560 / -0.4631 eV
⟨S²⟩: 0.756
largest force on an atom: 0.25 eV/Å
E_tot: -44660.6886 eV
total charge: 0
2S+1: 2
gap between HOMO and LUMO (spin up / spin down): 7.5 / 7.6 eV
energy above the lowest of the compared OMol25 structures with the same formula, charge and spin: 0.00 kcal per mole

=====

Q: Number 3 is which compound?
A: C27H39BN2O5Re

=====

Q: Which value of total charge does entry 3 give?
A: 0

=====

Q: What is the formula in the first record?
A: C27H38NO8Ti

=====

Q: Among the records above, which one has the lowest E_tot?
A: C27H39BF4N3NaO6S2